This record from the OMol25 dataset describes a structure of composition C11H26BaF6O9. The level of theory is ωB97M-V/def2-TZVPD.

XYZ file:
```
53
Properties=species:S:1:pos:R:3:forces:R:3
Ba -2.493 0.549 -0.017 -1.042 1.092 0.195
O -6.267 0.950 1.443 1.022 -0.962 -0.328
H -6.462 -0.007 1.472 0.032 0.526 0.032
O -4.037 4.103 -1.343 0.098 -0.356 -0.374
H -4.050 5.010 -1.707 0.256 -0.728 0.224
C 2.530 4.036 1.374 -3.688 -0.652 -0.117
O 2.013 5.334 1.653 1.097 2.370 1.431
O 1.411 3.456 0.778 3.561 -0.231 0.044
C 3.944 4.207 0.654 -2.483 0.025 1.297
F 4.965 4.536 1.532 -0.496 0.298 -0.555
F 4.334 3.090 0.097 0.647 -1.124 -0.976
F 3.811 5.154 -0.271 1.002 0.407 -0.472
C 2.731 6.192 2.576 -1.059 0.552 -1.341
C 1.895 7.480 2.749 0.068 -0.360 -0.443
H 2.417 8.204 3.375 -0.051 -0.061 0.308
H 1.730 7.980 1.794 0.216 -0.168 -0.240
H 0.885 7.285 3.111 0.138 -0.165 0.356
H 3.679 6.491 2.128 0.298 -0.026 0.115
H 2.932 5.756 3.554 -0.079 -0.472 0.071
H 2.725 3.625 2.364 0.659 -0.671 0.440
C 1.258 -3.618 2.594 -2.278 2.613 -1.243
O 1.374 -4.533 1.509 0.571 -1.688 0.340
O 0.056 -2.931 2.327 2.550 -1.560 2.010
C 1.629 -4.298 3.989 -2.583 0.473 -0.551
F 2.745 -4.974 3.948 2.106 -1.204 -0.751
F 1.841 -3.407 4.978 -0.518 0.579 -0.029
F 0.707 -5.177 4.432 -0.504 -0.048 0.227
C 2.613 -4.786 0.892 -0.060 0.231 -0.107
C 2.344 -5.775 -0.205 0.107 -0.035 -0.557
H 1.935 -6.700 0.200 -0.342 0.133 -0.124
H 1.695 -5.276 -0.924 -0.428 -0.466 -0.008
H 3.241 -6.048 -0.762 0.292 0.092 0.102
H 3.423 -5.183 1.504 -0.112 0.118 0.636
H 2.961 -3.860 0.433 0.350 0.345 0.026
H 2.122 -2.954 2.560 0.624 0.618 -0.354
C -5.261 0.957 -4.997 -0.272 0.071 -0.025
O -4.219 1.268 -4.099 0.364 -0.776 -0.163
H -5.215 -0.089 -5.300 0.287 -0.170 0.329
H -6.251 1.111 -4.568 -0.041 0.122 0.103
H -5.195 1.509 -5.934 0.069 0.396 -0.024
H -4.399 2.047 -3.568 -0.290 0.551 0.144
C -4.215 -3.758 -2.366 1.072 0.046 -0.037
O -4.378 -3.216 -1.074 -0.457 0.593 0.151
H -5.084 -4.287 -2.759 -0.053 -0.165 0.212
H -3.961 -2.964 -3.068 -0.252 0.239 0.159
H -3.314 -4.369 -2.315 -0.161 -0.554 -0.488
H -4.337 -3.928 -0.431 0.001 0.008 0.038
C 1.369 -1.138 -2.637 0.081 -0.632 0.843
O 0.237 -1.769 -1.961 0.077 0.828 -1.103
H 1.928 -1.781 -3.316 -0.372 -0.633 -0.034
H 1.040 -0.307 -3.260 -0.308 0.074 0.524
H 2.103 -0.845 -1.887 -0.140 0.525 -0.046
H 0.514 -2.351 -1.250 0.422 -0.018 0.134
```
Forces are in eV/Å.

* F_max: 0.0729 hartree/bohr
* HOMO-LUMO gap: 4.89 eV
* charge: -2
* HOMO energy: -2.0 eV
* LUMO energy: 2.8 eV

The net atomic charges from Löwdin, expressed in e, are: Ba 1.66; O -0.63; H -0.22; O -0.65; H -0.20; C -0.49; O -0.13; O -0.27; C -0.58; F 0.07; F 0.15; F 0.14; C -0.26; C -0.09; H 0.05; H 0.06; H 0.07; H 0.09; H 0.11; H 0.12; C -0.47; O -0.11; O -0.29; C -0.59; F 0.14; F 0.11; F 0.11; C -0.31; C -0.09; H 0.08; H 0.07; H 0.06; H 0.11; H 0.11; H 0.12; C -0.18; O -0.13; H 0.07; H 0.08; H 0.07; H 0.06; C -0.17; O -0.13; H 0.07; H 0.07; H 0.08; H 0.08; C -0.13; O -0.16; H 0.06; H 0.08; H 0.08; H 0.06



This record from the OMol25 dataset describes a structure of composition C18H35F6N4OV. The level of theory is ωB97M-V/def2-TZVPD.

XYZ file:
```
65
Properties=species:S:1:pos:R:3:forces:R:3
V 0.069 -0.346 -0.105 -0.200 -0.047 2.003
N 1.571 -0.449 -1.164 -0.166 -0.256 0.152
N -0.592 -2.140 -0.197 1.093 0.905 -0.537
N -0.099 1.589 -0.072 0.283 -1.959 -0.141
N -1.586 0.187 -0.878 0.833 0.452 0.492
H 1.043 -1.828 -2.672 0.173 -0.024 0.091
C 1.859 -1.619 -1.975 0.281 -0.296 0.000
H 2.039 -2.504 -1.342 -0.069 0.186 -0.252
H 2.767 -1.424 -2.567 -0.277 -0.186 0.095
H 3.196 0.529 -2.060 -0.106 0.106 0.181
C 2.744 0.403 -1.063 0.205 0.415 -0.107
H 3.503 -0.069 -0.414 -0.322 0.204 -0.313
H 2.518 1.396 -0.660 -0.014 -0.337 -0.059
C -1.004 -2.718 -1.464 -0.091 -0.167 0.113
H -2.030 -3.117 -1.398 0.204 0.029 -0.075
H -0.964 -1.966 -2.257 0.003 -0.198 0.072
H -0.329 -3.556 -1.724 -0.269 0.251 0.032
H -1.903 -3.266 0.993 0.287 -0.098 -0.052
C -0.822 -3.051 0.893 -0.379 -0.227 0.410
H -0.305 -4.012 0.703 -0.132 0.310 0.073
H -0.477 -2.635 1.840 -0.075 -0.041 -0.323
C 0.554 2.840 0.191 0.717 0.023 -0.476
H 1.125 3.073 -0.733 -0.093 0.075 0.188
C 1.553 2.700 1.323 0.432 0.151 0.474
H 1.968 1.696 1.446 -0.184 0.230 -0.215
H 2.379 3.406 1.156 -0.127 -0.137 0.146
H 1.086 2.964 2.277 0.015 -0.107 -0.090
C -0.367 4.028 0.455 -0.101 0.253 0.077
H 0.213 4.777 1.004 -0.151 -0.032 -0.086
H -0.713 4.494 -0.469 -0.137 -0.013 0.199
H -1.232 3.756 1.069 0.182 0.023 -0.043
H -4.913 0.222 -1.667 0.102 0.086 -0.055
C -3.939 0.720 -1.620 -0.318 0.195 -0.192
H -4.042 1.564 -0.930 0.012 -0.135 -0.049
H -3.706 1.086 -2.619 -0.121 0.064 0.092
C -2.928 -0.304 -1.155 0.849 -0.904 -0.220
H -2.766 -0.998 -1.987 -0.382 0.038 -0.066
C -3.504 -1.120 -0.001 -0.475 -0.175 0.587
H -2.808 -1.273 0.833 -0.118 0.092 -0.405
H -4.392 -0.621 0.408 0.147 -0.127 0.007
H -3.825 -2.099 -0.377 -0.020 0.099 0.254
H -2.074 2.076 -0.080 -0.058 -0.236 -0.160
C -1.351 1.594 -0.774 -1.038 0.693 1.214
C 0.019 1.106 -3.551 -0.870 0.478 -0.445
H 0.843 1.396 -2.904 -0.105 -0.315 0.004
H 0.253 0.516 -4.439 -0.090 0.162 0.238
C -1.211 1.581 -3.299 1.004 0.183 -0.471
H -2.050 1.480 -4.001 0.449 -0.409 0.229
C -1.474 2.399 -2.069 -0.083 0.229 -0.362
H -0.794 3.258 -2.020 -0.260 -0.182 -0.155
H -2.511 2.759 -2.062 0.473 0.251 -0.264
C 1.524 -2.632 3.273 -0.288 -0.052 0.023
C 1.725 -1.182 2.808 1.301 0.202 0.529
O 0.897 -0.666 1.899 -1.574 0.579 -2.041
C 1.684 -0.288 4.117 0.012 -0.228 0.031
F 2.642 -0.676 5.017 -0.868 0.466 -0.482
F 1.866 1.029 3.872 -0.141 -0.862 0.267
F 0.466 -0.431 4.722 0.999 0.224 -0.369
C 3.198 -1.169 2.236 -0.037 -0.099 -0.157
F 4.133 -1.706 3.076 -0.598 0.527 -0.936
F 3.205 -1.924 1.081 0.275 0.683 1.024
F 3.607 0.085 1.904 -0.012 -0.952 0.251
H 0.564 -2.740 3.792 0.220 -0.007 -0.197
H 2.332 -2.871 3.963 -0.160 -0.195 0.025
H 1.572 -3.306 2.412 -0.042 0.140 0.219
```
Forces are in eV/Å.

* F_max: 0.0514 hartree/bohr
* energy above the lowest of the compared OMol25 structures with the same formula, charge and spin: 0.0 kcal per mole
* HOMO-LUMO gap (alpha / beta): 7.09 / 7.11 eV
* HOMO energy (alpha / beta): -8.0 / -8.0 eV
* LUMO energy (alpha / beta): -0.9 / -0.9 eV

The net atomic charges from Löwdin, expressed in e, are: V 1.12; N -0.29; N -0.28; N -0.06; N -0.11; H 0.06; C -0.14; H 0.09; H 0.09; H 0.09; C -0.12; H 0.08; H 0.06; C -0.16; H 0.08; H 0.07; H 0.10; H 0.08; C -0.14; H 0.10; H 0.05; C -0.46; H 0.14; C -0.07; H 0.04; H 0.09; H 0.09; C -0.05; H 0.08; H 0.07; H 0.09; H 0.09; C -0.06; H 0.09; H 0.06; C -0.44; H 0.11; C -0.05; H 0.07; H 0.08; H 0.08; H 0.14; C -0.45; C 0.01; H 0.05; H 0.06; C -0.16; H 0.10; C -0.15; H 0.10; H 0.10; C 0.00; C -0.48; O -0.19; C -0.49; F 0.12; F 0.14; F 0.13; C -0.48; F 0.13; F 0.11; F 0.12; H 0.10; H 0.09; H 0.09



This record from the OMol25 dataset describes a cluster of 7 separate species, H13NO9 in total. The level of theory is ωB97M-V/def2-TZVPD.

XYZ file:
```
23
Properties=species:S:1:pos:R:3:forces:R:3
O 0.324 -0.852 -0.927 4.646 -0.887 -0.903
H 0.977 -1.350 -0.307 -1.709 0.390 -0.546
H -0.409 -0.540 -0.423 -2.718 0.843 1.091
H 0.923 -0.072 -1.252 -1.019 -0.580 0.140
N -3.240 -1.119 -0.540 -4.789 6.740 0.252
O -2.303 -0.859 0.215 4.419 -1.664 1.601
O -3.277 -0.411 -1.609 0.615 -2.674 -0.615
O -4.338 -1.366 0.026 0.775 -2.339 -1.081
O 2.301 0.730 -2.076 -1.255 0.826 -0.604
H 2.120 1.700 -2.041 0.463 -1.211 0.178
H 3.027 0.513 -1.503 0.595 0.229 0.454
O 0.926 -2.397 1.325 3.173 -0.505 -0.392
H 1.667 -2.327 1.974 -0.452 -0.415 -0.962
H 0.254 -2.009 1.816 -2.729 0.986 1.193
O -0.578 1.614 -1.179 0.499 0.642 -0.524
H -0.900 2.466 -0.908 -0.666 0.403 1.633
H -0.468 1.921 -2.076 0.165 -0.904 -1.223
O -1.170 0.919 2.083 1.177 0.677 0.921
H -1.446 0.136 1.600 -0.357 -0.488 -0.089
H -0.447 0.726 2.720 -1.069 -0.134 -0.788
O 1.902 0.657 0.709 0.215 -0.421 -0.442
H 2.335 1.500 0.749 0.236 0.797 -0.103
H 1.820 0.421 1.622 -0.216 -0.310 0.809
```
Forces are in eV/Å.

* F_max: 0.1609 hartree/bohr
* energy above the lowest of the compared OMol25 structures with the same formula, charge and spin: 41.4 kcal per mole
* HOMO-LUMO gap: 6.68 eV
* HOMO energy: -7.6 eV
* LUMO energy: -0.9 eV

The net atomic charges from Löwdin, expressed in e, are: O 0.19; H 0.15; H 0.04; H 0.10; N -0.55; O -0.13; O -0.08; O -0.04; O -0.03; H 0.09; H 0.04; O 0.00; H 0.09; H 0.01; O -0.02; H 0.06; H 0.05; O -0.06; H -0.02; H 0.04; O -0.03; H 0.05; H 0.03



This record from the OMol25 dataset describes a structure of composition AlBH10O3. The level of theory is ωB97M-V/def2-TZVPD.

XYZ file:
```
15
Properties=species:S:1:pos:R:3:forces:R:3
Al 0.443 -0.012 -0.240 -3.531 -1.380 0.343
B -1.248 -1.577 -0.232 3.093 0.079 0.576
H -0.867 -1.610 -1.241 1.947 -0.103 -4.708
H -1.327 -0.547 0.078 -0.921 5.529 1.840
H -2.237 -2.006 -0.201 -3.536 -0.997 -0.003
H -0.555 -2.008 0.473 2.385 -2.157 2.504
O 0.791 1.912 0.507 1.432 -2.189 1.706
H 0.712 2.818 0.207 0.670 0.601 -0.396
H 0.674 1.963 1.456 0.234 0.236 1.037
O -0.698 1.539 -1.042 -0.028 -1.030 -1.121
H -1.283 1.595 -1.798 -0.631 -0.529 -0.812
H -0.595 2.445 -0.751 -0.455 0.090 -0.229
O 1.787 -1.324 0.719 -1.120 2.495 -0.659
H 2.232 -2.147 0.517 0.081 -0.930 -0.838
H 2.171 -1.042 1.550 0.380 0.285 0.759
```
Forces are in eV/Å.

* F_max: 0.1147 hartree/bohr
* energy above the lowest of the compared OMol25 structures with the same formula, charge and spin: 0.0 kcal per mole
* HOMO-LUMO gap: 8.25 eV
* charge: +2
* HOMO energy: -19.9 eV
* LUMO energy: -11.6 eV

The net atomic charges from Löwdin, expressed in e, are: Al 1.04; B -0.19; H 0.02; H -0.03; H 0.07; H -0.02; O 0.10; H 0.14; H 0.15; O 0.07; H 0.15; H 0.11; O 0.12; H 0.15; H 0.13



This record from the OMol25 dataset describes a cluster of 2 separate species, C17H19F4NO2S in total. The level of theory is ωB97M-V/def2-TZVPD.

XYZ file:
```
44
Properties=species:S:1:pos:R:3:forces:R:3
C 3.603 -4.590 5.909 0.704 0.132 0.111
C 2.614 -5.701 5.879 0.769 -1.521 0.020
N 1.380 -5.312 5.984 -0.861 2.076 -0.290
F 0.752 -1.837 5.047 1.523 -1.251 -0.321
C 0.359 -6.099 5.799 -0.264 -2.005 -0.043
C -0.981 -5.434 5.729 -0.635 -0.115 0.113
C 0.552 -7.502 5.671 -0.088 1.153 0.049
C 1.862 -8.000 5.692 -0.257 -0.018 -0.012
C 2.090 -9.503 5.651 0.179 -0.356 -0.068
C 2.916 -7.075 5.749 -0.324 0.379 0.034
H 4.610 -4.966 6.064 0.198 0.055 0.011
H 3.589 -4.021 4.974 -0.065 -0.185 -0.027
H 3.354 -3.874 6.693 -0.040 -0.173 0.034
H -1.780 -6.190 5.751 0.116 0.313 -0.024
H -1.121 -4.734 6.569 0.132 -0.300 -0.275
H -1.083 -4.842 4.804 0.133 -0.263 0.298
H -0.326 -8.140 5.565 0.343 -0.043 0.037
H 3.165 -9.750 5.661 -0.404 0.163 -0.005
H 1.630 -10.017 6.520 0.206 0.441 -0.401
H 1.654 -9.976 4.748 0.182 0.414 0.419
H 3.950 -7.395 5.706 -0.052 -0.099 0.014
C -5.276 -0.564 5.216 -0.398 0.259 0.217
C -3.795 -0.634 5.450 -0.358 -0.874 -0.485
C -2.983 -0.668 4.309 0.979 -0.073 1.056
C -1.607 -0.685 4.483 0.165 0.189 0.477
C -1.031 -0.667 5.774 -0.445 -0.609 0.859
C 0.507 -0.764 5.798 -1.831 0.871 0.718
S 1.355 -0.828 7.521 0.476 -0.199 -0.232
C 3.015 -0.140 6.893 0.587 0.000 -0.457
F 3.899 0.055 7.871 -0.661 -0.178 -0.236
F 3.540 -1.022 6.012 -0.435 0.538 0.514
F 2.834 1.038 6.246 0.005 -0.688 0.479
O 0.805 0.175 8.393 0.042 -0.228 -0.652
O 1.631 -2.156 8.011 -0.333 0.797 -0.672
C -1.866 -0.905 6.890 0.127 0.373 -1.182
C -3.259 -0.847 6.720 0.689 -0.101 -0.448
H -5.805 -0.626 6.181 -0.031 0.052 -0.500
H -5.469 0.418 4.751 -0.297 -0.370 0.210
H -5.658 -1.348 4.527 0.344 0.421 0.459
H -3.403 -0.792 3.320 -0.131 0.283 -0.028
H -0.949 -0.821 3.635 -0.007 0.309 -0.104
H 0.972 0.124 5.348 -0.058 -0.193 0.159
H -1.438 -1.228 7.826 0.000 0.368 0.238
H -3.919 -1.081 7.551 0.077 0.256 -0.063
```
Forces are in eV/Å.

* F_max: 0.0441 hartree/bohr
* HOMO-LUMO gap: 9.45 eV
* SMILES: Cc1ccc([C@H](F)S(=O)(=O)C(F)(F)F)cc1.Cc1cc(C)nc(C)c1
* HOMO energy: -8.8 eV
* LUMO energy: 0.7 eV

The net atomic charges from Löwdin, expressed in e, are: C -0.03; C -0.33; N 0.13; F 0.04; C -0.33; C -0.04; C 0.01; C -0.26; C -0.06; C 0.02; H 0.07; H 0.09; H 0.06; H 0.07; H 0.08; H 0.08; H 0.11; H 0.07; H 0.09; H 0.08; H 0.11; C -0.06; C -0.28; C -0.04; C -0.03; C -0.16; C -0.31; S 0.80; C -0.63; F 0.15; F 0.12; F 0.11; O -0.27; O -0.27; C -0.01; C -0.03; H 0.08; H 0.09; H 0.09; H 0.12; H 0.12; H 0.13; H 0.10; H 0.11



Which value of F_max does entry 4 give? 0.1147 hartree/bohr



The highest F_max belongs to which entry? H13NO9



Among the records above, which one has the highest F_max? H13NO9



What did the third record say?
This record from the OMol25 dataset describes a cluster of 7 separate species, H13NO9 in total. The level of theory is ωB97M-V/def2-TZVPD.

XYZ file:
```
23
Properties=species:S:1:pos:R:3:forces:R:3
O 0.324 -0.852 -0.927 4.646 -0.887 -0.903
H 0.977 -1.350 -0.307 -1.709 0.390 -0.546
H -0.409 -0.540 -0.423 -2.718 0.843 1.091
H 0.923 -0.072 -1.252 -1.019 -0.580 0.140
N -3.240 -1.119 -0.540 -4.789 6.740 0.252
O -2.303 -0.859 0.215 4.419 -1.664 1.601
O -3.277 -0.411 -1.609 0.615 -2.674 -0.615
O -4.338 -1.366 0.026 0.775 -2.339 -1.081
O 2.301 0.730 -2.076 -1.255 0.826 -0.604
H 2.120 1.700 -2.041 0.463 -1.211 0.178
H 3.027 0.513 -1.503 0.595 0.229 0.454
O 0.926 -2.397 1.325 3.173 -0.505 -0.392
H 1.667 -2.327 1.974 -0.452 -0.415 -0.962
H 0.254 -2.009 1.816 -2.729 0.986 1.193
O -0.578 1.614 -1.179 0.499 0.642 -0.524
H -0.900 2.466 -0.908 -0.666 0.403 1.633
H -0.468 1.921 -2.076 0.165 -0.904 -1.223
O -1.170 0.919 2.083 1.177 0.677 0.921
H -1.446 0.136 1.600 -0.357 -0.488 -0.089
H -0.447 0.726 2.720 -1.069 -0.134 -0.788
O 1.902 0.657 0.709 0.215 -0.421 -0.442
H 2.335 1.500 0.749 0.236 0.797 -0.103
H 1.820 0.421 1.622 -0.216 -0.310 0.809
```
Forces are in eV/Å.

* F_max: 0.1609 hartree/bohr
* energy above the lowest of the compared OMol25 structures with the same formula, charge and spin: 41.4 kcal per mole
* HOMO-LUMO gap: 6.68 eV
* HOMO energy: -7.6 eV
* LUMO energy: -0.9 eV

The net atomic charges from Löwdin, expressed in e, are: O 0.19; H 0.15; H 0.04; H 0.10; N -0.55; O -0.13; O -0.08; O -0.04; O -0.03; H 0.09; H 0.04; O 0.00; H 0.09; H 0.01; O -0.02; H 0.06; H 0.05; O -0.06; H -0.02; H 0.04; O -0.03; H 0.05; H 0.03